Record 1
Density functional theory data (ωB97M-V with the def2-TZVPD basis set) for C2H3ClN2 in the gas phase at a distorted geometry.

```
8
Properties=species:S:1:pos:R:3:forces:R:3:mulliken_charge:R:1
Cl 0.327 1.951 -0.125 0.0 0.1 -0.5 -0.1486
N -0.754 -0.666 0.391 0.6 -1.9 -1.1 0.2111
N -1.544 0.066 0.972 -0.9 0.5 2.9 -0.5991
C 1.092 0.627 -0.988 -2.8 -1.1 1.5 -0.3361
C 0.054 -0.869 -0.528 2.5 3.6 -0.4 0.0275
H -1.690 -0.190 2.058 0.7 0.3 -2.9 0.2544
H 2.082 0.689 -0.563 0.7 -0.8 -0.1 0.2225
H 0.433 -1.608 -1.217 -0.9 -0.7 0.7 0.3682
```
Positions in Å, forces in eV/Å.

Calculated values
* Kohn-Sham gap (alpha / beta): 0.2964 / 0.2662 hartree
* charge: 0
* largest force on an atom: 4.41 eV/Å
* M: 90.51 u
* relative energy (zero: lowest compared OMol25 entry of this formula, charge and spin): 611.4 kJ/mol
* multiplicity: 1

Record 2
Density functional theory data (ωB97M-V with the def2-TZVPD basis set) for C6H14N2 in the gas phase at a distorted geometry.

```
22
Properties=species:S:1:pos:R:3:forces:R:3:mulliken_charge:R:1
N -1.349 -2.898 -0.738 -0.4 0.3 0.1 -0.6031
N -0.996 1.005 1.139 -0.2 0.0 -0.4 -0.5719
C 0.986 0.021 -0.011 -0.4 0.4 0.1 -1.2833
C 1.284 1.898 1.627 0.4 -1.2 0.6 -1.4411
C -0.294 -0.382 -2.139 0.0 -0.2 -0.6 -1.3628
C 0.313 1.302 0.597 1.0 -0.8 0.6 0.3125
C 0.034 -0.874 -0.771 0.7 0.5 0.6 0.6446
C -0.491 -1.923 -0.159 -0.4 -0.7 -0.6 -0.3455
H 2.317 1.579 1.466 0.0 0.3 -0.3 0.3385
H -1.547 1.836 1.294 0.1 0.1 0.2 0.2380
H -0.258 -2.192 0.864 0.2 0.3 0.1 0.3573
H 1.764 0.378 -0.692 0.1 0.0 0.1 0.3921
H -0.650 0.651 -2.104 -0.1 0.0 0.0 0.2662
H 1.510 -0.493 0.799 -0.2 -0.3 0.0 0.5427
H -1.642 -2.667 -1.679 0.2 0.1 0.0 0.2455
H -0.891 0.505 2.010 -0.2 0.0 0.2 0.2362
H 0.570 -0.388 -2.813 0.1 0.0 0.2 0.2917
H 1.231 2.945 1.685 0.1 1.6 -0.3 0.4061
H 0.236 2.022 -0.195 -0.5 0.4 -0.5 0.4200
H -1.033 -0.985 -2.663 -0.3 0.0 0.1 0.3562
H 1.105 1.609 2.671 -0.4 -0.5 -0.2 0.3262
H -2.199 -2.949 -0.187 0.0 -0.3 0.0 0.2340
```
Positions in Å, forces in eV/Å.

Calculated values
* Kohn-Sham gap: 0.3277 hartree
* charge: 0
* largest force on an atom: 1.63 eV/Å
* M: 114.19 u
* relative energy (zero: lowest compared OMol25 entry of this formula, charge and spin): 80.7 kJ/mol
* multiplicity: 1

Q: Look up the relative energy (zero: lowest compared OMol25 entry of this formula, charge and spin) of the second one.
A: 80.7 kJ/mol